Entry 1:
The following is a DFT calculation (ωB97M-V with the def2-TZVPD basis set) of a 11-piece molecular cluster, C19H33F4N7O26 overall.

The geometry in XYZ format:
```
89
C19H33F4N7O26 ωB97M-V with the def2-TZVPD basis set
C 10.65028 -2.92545 10.07028
C 12.05168 -2.32452 10.27145
O 11.95245 -0.97691 9.76390
C 10.84747 -0.83318 9.06471
O 10.52006 0.16619 8.47293
O 10.07335 -1.93329 9.24510
F 12.87646 -2.97023 9.44964
H 9.98474 -2.94976 10.93316
H 10.67169 -3.83810 9.47470
H 12.51649 -2.42411 11.25233
C 19.07308 -3.65162 17.01108
C 18.44555 -2.79091 15.92281
O 18.16768 -1.55929 16.59604
C 18.22154 -1.67847 17.94668
O 17.97552 -0.79322 18.75785
O 18.57713 -2.96626 18.15845
F 17.21313 -3.21493 15.58191
H 20.16130 -3.62995 16.95263
H 18.69377 -4.65734 17.19202
H 19.13338 -2.61673 15.09537
C 6.00283 -10.71963 11.94528
C 5.29133 -9.40996 11.99974
O 6.06298 -8.59356 11.15089
C 7.38502 -9.10404 11.17268
O 8.32201 -8.55102 10.74850
O 7.36988 -10.32113 11.76959
F 5.09944 -8.94572 13.23485
H 5.79228 -11.35258 11.08323
H 5.72337 -11.17817 12.89383
H 4.32093 -9.58897 11.53673
C 7.37038 5.87354 8.40206
C 8.02295 7.10872 8.93675
O 8.11612 6.83451 10.30536
C 7.22789 5.92724 10.58535
O 7.03626 5.56891 11.72054
O 6.71910 5.37860 9.51636
F 7.37924 8.22664 8.61110
H 8.09953 5.14439 8.04881
H 6.69443 6.23133 7.62540
H 9.05480 7.05985 8.58891
C 18.79234 -2.54759 7.90157
N 19.10614 -1.27546 8.64236
O 18.48680 -1.08896 9.67335
O 19.95387 -0.56262 8.17909
H 19.65330 -3.21526 7.86890
H 18.53407 -2.11107 6.93676
H 17.92076 -2.98250 8.39076
C 10.03152 2.19267 2.88244
N 8.62905 2.65020 2.78930
O 8.18701 3.03113 1.68982
O 7.96495 2.66235 3.83618
H 10.34283 2.24298 1.83906
H 9.91944 1.21710 3.35551
H 10.50648 2.85215 3.60881
C 13.90502 2.61258 13.52018
N 12.59647 2.67584 14.15964
O 11.64275 2.37226 13.44749
O 12.69590 3.00108 15.36520
H 14.56687 2.00535 14.13770
H 14.20622 3.64172 13.32466
H 13.90526 2.11645 12.54963
C 5.55263 -0.20739 14.18720
N 6.14487 -1.31327 14.98270
O 6.32847 -2.43978 14.33019
O 6.19342 -1.15216 16.17714
H 5.49350 0.69148 14.80091
H 4.52615 -0.49507 13.95990
H 6.23024 -0.11280 13.33868
C 14.88742 -7.78677 15.69409
N 13.99074 -7.46880 14.57525
O 14.02499 -8.29592 13.67994
O 13.20582 -6.53097 14.65056
H 15.91645 -7.82032 15.33622
H 14.61474 -8.73371 16.15997
H 14.95966 -7.08726 16.52689
C 14.58435 -8.38027 7.60310
N 13.50214 -8.19522 6.59232
O 12.62913 -9.09505 6.42703
O 13.31224 -7.14212 6.00098
H 14.25143 -9.22363 8.20809
H 14.58587 -7.46393 8.19337
H 15.43275 -8.68193 6.98883
C 7.52147 -5.96324 5.39821
N 7.41467 -4.54444 5.05720
O 8.45989 -3.86846 5.08897
O 6.25908 -4.19057 4.87719
H 8.15988 -5.93348 6.28119
H 8.01897 -6.41371 4.53933
H 6.52733 -6.38176 5.55514
```

Summary:
Structure (SMILES) = O=C1OC[C@@H](F)O1.O=C1OC[C@@H](F)O1.O=C1OC[C@@H](F)O1.O=C1OC[C@@H](F)O1.C[N+](=O)[O-].C[N+](=O)[O-].C[N+](=O)[O-].C[N+](=O)[O-].C[N+](=O)[O-].C[N+](=O)[O-].C[N+](=O)[O-]
E_LUMO = -0.009 hartree
Frontier orbital gap = 10.54 eV



Entry 2:
The following is a DFT calculation (ωB97M-V with the def2-TZVPD basis set) of C19H33KN2O7PS as an isolated structure.

The geometry in XYZ format:
```
64
C19H33KN2O7PS ωB97M-V with the def2-TZVPD basis set
C 6.94803 0.22883 1.62885
C 5.78487 0.54753 2.58031
C 4.50126 1.04945 1.89265
C 3.24763 0.19700 2.11358
C 3.41309 -1.29163 1.83029
C 2.33335 -2.18638 2.47610
C 1.35494 -2.80113 1.47646
C 0.64185 -1.74744 0.64697
C -0.45621 -2.33495 -0.24949
C -1.00600 -1.26670 -1.13721
C -0.43563 -0.83394 -2.26566
C 0.83980 -1.34817 -2.85320
N 1.89291 -0.31743 -2.69974
C -1.10586 0.25518 -2.99298
O -0.94630 0.40301 -4.20291
C -1.96487 1.19760 -2.24470
P -2.14519 2.89649 -2.86252
N -2.09170 3.99358 -1.78163
O -3.42069 2.77458 -3.81408
O -0.92542 3.07560 -3.90541
C -2.59599 0.76855 -1.14041
C -3.54605 1.56700 -0.31150
C -4.97014 0.95801 -0.15543
C -5.52250 0.97845 1.27932
S -5.90770 -0.61654 1.96283
O -6.75659 -0.41721 3.09948
O -6.28238 -1.48933 0.90142
O -4.49369 -1.07906 2.51765
C -2.28849 -0.64225 -0.69526
O -3.03952 -1.24916 0.01333
H 7.07949 -0.84329 1.48477
H 7.89010 0.62888 1.99595
H 6.77766 0.66334 0.64418
H 6.12359 1.32801 3.26066
H 5.57457 -0.31645 3.20775
H 4.67171 1.17971 0.82179
H 4.28701 2.04831 2.27434
H 2.88314 0.36149 3.13027
H 2.46673 0.59287 1.45702
H 3.39511 -1.43166 0.74421
H 4.39447 -1.63755 2.14831
H 2.81576 -2.96779 3.05716
H 1.73510 -1.56204 3.14304
H 1.85682 -3.53285 0.84095
H 0.58534 -3.32804 2.04655
H 1.33635 -1.19267 0.01052
H 0.19815 -1.00628 1.31835
H -1.26574 -2.73192 0.35871
H -0.05873 -3.16061 -0.84016
H 0.69698 -1.57563 -3.90849
H 1.12343 -2.28637 -2.38040
H 2.61572 -0.65724 -2.07703
H 2.36640 -0.17659 -3.58290
H -2.92671 4.56223 -1.71872
H -3.59237 3.63554 -4.22687
H -0.24323 3.57897 -3.43222
H -3.09527 1.71191 0.67342
H -3.64947 2.56102 -0.73152
H -5.64082 1.57028 -0.75575
H -5.03591 -0.04070 -0.56703
H -4.85384 1.45351 1.99181
H -6.48664 1.48102 1.31297
H -4.57203 -1.12923 3.48317
K -0.50962 0.95027 -6.29189
```

Summary:
E_LUMO = -0.155 hartree
Frontier orbital gap = 7.88 eV
Total charge = +1



Entry 3:
The following is a DFT calculation (ωB97M-V with the def2-TZVPD basis set) of C19H33MoN2PS4Se as an isolated structure.

The geometry in XYZ format:
```
61
C19H33MoN2PS4Se ωB97M-V with the def2-TZVPD basis set
Mo -1.19583 0.67351 0.64026
C -0.26384 3.86832 -0.04507
C -0.20106 4.57119 1.30697
S -0.73421 3.72294 2.82709
C -2.23596 2.81409 2.41331
C -2.43578 1.73022 3.49350
S -1.90779 0.08182 2.88485
C -0.62426 -0.69568 3.92681
C 0.85080 -0.36089 3.70575
S 1.67034 -0.96973 2.16585
C 2.15730 0.57055 1.34203
C 1.03684 1.61409 1.32828
S 0.44572 2.16576 -0.28391
H 0.27491 4.47539 -0.77501
H -1.29053 3.76270 -0.39561
H -0.77313 5.49388 1.18872
H 0.81985 4.88025 1.54178
H -2.21614 2.40848 1.35975
H -3.11059 3.46691 2.38729
H -3.48945 1.60931 3.74233
H -1.90498 1.97681 4.41455
H -0.81552 -1.76471 3.81468
H -0.87718 -0.45378 4.96207
H 1.42649 -0.85871 4.49102
H 1.05512 0.70767 3.77933
H 2.50159 0.26857 0.35212
H 3.02793 0.94892 1.88243
H 1.31030 2.50305 1.89176
H 0.16281 1.28490 1.97212
C -3.36741 2.18276 -1.90365
P -2.40766 0.71835 -1.46080
C -2.04933 -0.15733 -2.99618
C -3.43930 -0.34817 -0.39369
H -4.23280 1.87290 -2.49455
H -2.76748 2.85976 -2.51435
H -3.72062 2.71003 -1.01675
H -2.99194 -0.32797 -3.52230
H -1.57277 -1.11704 -2.80375
H -1.41096 0.45447 -3.63501
H -3.52722 -1.34234 -0.83229
H -4.42294 0.08430 -0.21344
H -2.98165 -0.52800 0.61247
C 1.58487 -4.38430 0.01534
N 1.73409 -3.22431 -0.87623
C 1.19311 -2.00315 -0.74429
Se -0.07686 -1.50708 0.58758
N 1.59419 -1.24005 -1.77986
C 2.41607 -1.97633 -2.60867
C 3.07060 -1.65772 -3.80063
C 3.81870 -2.66648 -4.35543
C 3.92218 -3.95065 -3.75919
C 3.27868 -4.26842 -2.58984
C 2.51011 -3.24670 -2.02043
H 2.46117 -4.47215 0.65517
H 1.49484 -5.27554 -0.60040
H 0.68119 -4.28224 0.61041
H 1.29132 -0.29081 -1.94405
H 3.00100 -0.68160 -4.26074
H 4.35229 -2.48235 -5.27855
H 4.53173 -4.69905 -4.24799
H 3.36904 -5.24867 -2.14295
```

Summary:
E_LUMO = -0.508 hartree
Frontier orbital gap = 6.01 eV
Total charge = +4